# 1
# C3H4N2OS2

C3H4N2OS2 in the gas phase in a non-equilibrium geometry (wB97M-V/def2-TZVPD, the OMol25 dataset).

Computed properties:
HOMO = -8.91 eV
SMILES = [H]/N=C/NSC(=O)C=S
E_LUMO = -1.287 eV

The geometry in XYZ format:
```
12
Properties=species:S:1:pos:R:3:lowdin_charge:R:1
N -0.95 -0.69 -0.61 -0.3947
N -2.93 0.14 -0.02 0.0485
H -1.86 -1.33 1.44 0.1805
H -1.06 -0.15 -1.51 0.1161
O 0.78 1.58 -0.22 0.0547
C 2.85 0.59 0.11 -0.6260
S 3.78 -0.70 0.01 0.7473
C 1.32 0.53 -0.15 -0.8116
C -2.02 -0.64 0.39 -0.3456
H -3.74 0.17 0.64 0.0592
H 3.17 1.60 0.19 0.0457
S 0.66 -1.10 -0.26 0.9259
```

# 2
# C3H4N2OS2

C3H4N2OS2 in the gas phase (wB97M-V/def2-TZVPD, the OMol25 dataset).

Computed properties:
HOMO = -8.42 eV
SMILES = S=C1COC(NS)=N1
E_LUMO = 0.140 eV

The geometry in XYZ format:
```
12
Properties=species:S:1:pos:R:3:lowdin_charge:R:1
H -1.34 -1.00 -1.97 0.1328
O 0.44 -0.51 -1.05 0.0190
H 2.26 0.90 -0.45 0.0985
N -0.70 0.36 0.73 0.1110
C -1.54 -0.57 0.17 -0.8597
S 1.63 2.32 1.31 0.8075
H 1.91 1.55 2.37 -0.1339
S -3.04 -1.00 0.66 0.6586
C -0.83 -1.20 -1.03 -0.1362
C 0.39 0.33 0.00 -0.5091
H -0.68 -2.27 -0.90 0.1283
N 1.49 1.07 0.16 -0.3169
```

# 3
# C3H4N2S

A 2-piece molecular cluster, C3H4N2S overall in a non-equilibrium geometry (wB97M-V/def2-TZVPD, the OMol25 dataset).

Computed properties:
HOMO (alpha / beta) = -8.48 / -8.43 eV
E_LUMO (alpha / beta) = -1.988 / -2.028 eV

The geometry in XYZ format:
```
10
Properties=species:S:1:pos:R:3:lowdin_charge:R:1
C -2.21 -0.80 0.48 -0.8489
N 0.04 -0.53 -1.15 0.0889
H 0.81 -0.49 -1.87 0.0960
H 1.00 0.79 1.57 0.1109
H 1.38 1.75 -0.04 0.0727
H 2.16 0.23 0.16 0.0832
C -1.39 -1.24 1.35 -0.0129
C 1.25 0.80 0.44 -0.0630
S -3.18 -0.57 -0.81 0.6536
N 0.12 0.07 -0.13 -0.1805
```

Number 1: M 148.21 u. Number 2: M 148.21 u. Number 3: M 100.15 u.